# 1
Computed, not measured: a structure of composition C30H25Cl2N5O6RhS, with ωB97M-V with the def2-TZVPD basis set.

## Properties
HOMO, eV: -10.0256
Net charge: +1
ΔE to the lowest compared entry with this formula, charge and spin, kJ/mol: 63.2
Spin multiplicity: 1

```
70
Properties=species:S:1:pos:R:3:nbo_charge:R:1
Rh -0.5867 -0.7568 -1.2036 0.985
C -1.3312 3.4177 -0.7497 -0.695
C -1.3931 1.9631 -1.0723 0.287
N -0.3452 1.2374 -1.1692 -0.177
N 0.9263 1.6833 -1.0324 -0.410
C 1.9511 0.7911 -1.1048 0.326
N 3.1796 1.3004 -1.0461 -0.749
S 1.7336 -0.8829 -1.2451 0.087
C -2.6552 1.2109 -1.3010 0.152
C -3.9039 1.7983 -1.3637 -0.199
C -5.0196 0.9990 -1.5845 -0.128
C -4.8698 -0.3670 -1.7242 -0.212
C -3.5921 -0.9020 -1.6493 0.093
N -2.5326 -0.1270 -1.4678 -0.400
H -0.6739 3.5874 0.1069 0.253
H -2.3050 3.8163 -0.4840 0.255
H -0.9539 3.9842 -1.6051 0.251
H 1.0960 2.6607 -0.8446 0.409
H 3.3668 2.2810 -1.1754 0.408
H 3.9609 0.6670 -1.1010 0.436
H -4.0216 2.8647 -1.2395 0.236
H -6.0014 1.4500 -1.6358 0.244
H -5.7176 -1.0182 -1.8801 0.252
H -3.3901 -1.9649 -1.7165 0.254
Cl -0.1636 2.2044 5.8933 0.002
C 1.0148 2.0925 4.6178 -0.055
C 1.4268 3.2567 4.0029 -0.225
C 2.3576 3.1920 2.9784 -0.260
C 2.8579 1.9592 2.5999 -0.172
C 2.4414 0.7965 3.2280 -0.054
Cl 3.1616 -0.6872 2.7045 0.021
C 1.5004 0.8175 4.2689 0.123
N 1.0745 -0.2947 4.9721 -0.628
C 0.8015 -1.5986 4.4472 0.143
C 1.5082 -2.6793 4.9612 -0.197
C 1.2697 -3.9615 4.4996 -0.203
C 0.3267 -4.1705 3.5037 -0.217
C -0.3973 -3.1013 3.0055 -0.145
C -0.1909 -1.8097 3.4837 -0.053
C -1.0528 -0.6761 2.9691 -0.520
C -0.6437 -0.4022 1.5405 0.803
O -1.3429 -1.0110 0.5965 -0.624
O 0.3133 0.3080 1.2834 -0.697
H 1.0246 4.2015 4.3419 0.233
H 2.7199 4.1012 2.5151 0.216
H 3.6164 1.8783 1.8318 0.207
H 0.7032 -0.1027 5.8868 0.413
H 2.2675 -2.4908 5.7093 0.225
H 1.8313 -4.7941 4.9025 0.222
H 0.1484 -5.1675 3.1223 0.222
H -1.1440 -3.2634 2.2362 0.218
H -0.8874 0.2305 3.5445 0.245
H -2.1085 -0.9425 3.0249 0.237
O -0.5642 -4.4408 -2.7026 -0.575
C -0.5673 -3.2609 -2.4512 0.751
O -0.9430 -2.7417 -1.2952 -0.672
C 0.0132 -2.2858 -3.4554 -0.099
C 1.1680 -2.6488 -4.1210 -0.195
C 1.8360 -1.7526 -4.9613 -0.210
C 1.2986 -0.4966 -5.1181 0.281
O 1.7359 0.5265 -5.9103 -0.478
C 0.8307 1.6055 -5.7055 0.235
O -0.2329 1.1235 -4.8603 -0.479
C 0.1275 -0.1296 -4.4898 0.271
C -0.5607 -1.0034 -3.6608 -0.369
H 1.5637 -3.6417 -3.9570 0.258
H 2.7447 -2.0359 -5.4755 0.246
H 0.4155 1.9268 -6.6585 0.185
H 1.3431 2.4266 -5.1989 0.156
H -1.5645 -0.7498 -3.3613 0.256
```



# 2
Computed, not measured: a structure of composition C43H56ClN8OPV, with ωB97M-V with the def2-TZVPD basis set.

## Properties
HOMO (spin up / spin down), eV: -15.5670 / -15.5493
Net charge: +3
ΔE to the lowest compared entry with this formula, charge and spin, kJ/mol: 0.0
Spin multiplicity: 3

```
111
Properties=species:S:1:pos:R:3:lowdin_charge:R:1
V -0.3688 0.5156 0.0494 0.658
C -0.3385 -0.9500 -3.0190 -0.033
N 1.1226 -0.8714 -3.0804 -0.064
C 1.6867 -1.2428 -4.3968 0.013
C 1.8353 -0.2189 -2.1665 -0.310
N 1.1900 0.3626 -1.1409 0.004
C 1.8292 1.0848 -0.0885 -0.263
C 2.9824 0.6677 0.5601 -0.006
C 3.6209 1.4797 1.5006 -0.026
C 3.0568 2.6709 1.8727 -0.002
C 1.8023 3.0698 1.3699 -0.158
C 1.1515 4.2061 1.8938 0.015
C -0.0970 4.5631 1.4619 -0.010
C -0.7066 3.8415 0.4295 0.025
C -0.0786 2.7719 -0.1859 -0.304
N -0.6585 2.1035 -1.3044 0.035
C -0.9661 2.8086 -2.3983 -0.336
N -0.3746 4.0049 -2.6520 -0.140
C -1.1712 5.1732 -3.0578 -0.020
C 1.0195 4.2804 -2.3098 -0.003
N -1.8016 2.3387 -3.3493 -0.113
C -2.9169 1.4334 -3.0655 -0.047
C -1.7945 2.8808 -4.7247 -0.016
C 1.1836 2.3068 0.3371 -0.101
N 3.1812 -0.0919 -2.3717 -0.153
C 3.8475 1.2118 -2.3761 -0.008
C 4.0356 -1.2489 -2.6643 -0.025
H -0.6706 -1.8241 -3.5656 0.100
H -0.7731 -0.0593 -3.4718 0.092
H -0.7002 -1.0318 -2.0074 0.013
H 0.9079 -1.1138 -5.1475 0.105
H 2.0122 -2.2827 -4.4135 0.097
H 2.5167 -0.5969 -4.6594 0.096
H 3.4285 -0.2778 0.2755 0.131
H 4.5615 1.1593 1.9361 0.134
H 3.5433 3.3001 2.6154 0.144
H 1.6485 4.7788 2.6722 0.139
H -0.6069 5.4143 1.8997 0.131
H -1.6740 4.1538 0.0523 0.140
H -2.2294 4.9238 -3.0977 0.097
H -0.8593 5.5592 -4.0301 0.103
H -1.0379 5.9650 -2.3163 0.103
H 1.5654 3.3497 -2.1762 0.071
H 1.1169 4.8888 -1.4067 0.100
H 1.4792 4.8253 -3.1359 0.112
H -2.6301 0.6756 -2.3602 -0.005
H -3.2032 0.9417 -3.9929 0.102
H -3.7873 1.9733 -2.6854 0.109
H -0.8454 3.3564 -4.9438 0.096
H -2.6022 3.5963 -4.8908 0.103
H -1.9357 2.0498 -5.4168 0.099
H 3.1351 2.0158 -2.2074 0.074
H 4.3166 1.3765 -3.3484 0.108
H 4.6268 1.2695 -1.6133 0.098
H 3.4674 -2.1735 -2.5906 0.076
H 4.8474 -1.2899 -1.9303 0.103
H 4.4870 -1.1826 -3.6585 0.102
Cl -2.6832 0.2990 -0.0458 0.873
C -3.1826 -1.3955 -0.1620 -0.542
C -4.5237 -1.6413 -0.3577 -0.065
C -4.9328 -2.9642 -0.4331 -0.018
C -4.0072 -3.9949 -0.3134 -0.018
C -2.6634 -3.7085 -0.1222 -0.075
C -2.2241 -2.3884 -0.0365 -0.371
P -0.4956 -1.9264 0.2802 1.094
C -0.1404 -2.4681 1.9865 -0.336
C 1.0495 -2.0414 2.5813 -0.124
C 1.4337 -2.5260 3.8236 -0.049
C 0.6229 -3.4395 4.4909 -0.047
C -0.5712 -3.8506 3.9165 -0.052
C -0.9573 -3.3639 2.6709 -0.064
C 0.4820 -3.0899 -0.7366 -0.327
C -0.0348 -3.6357 -1.9142 -0.124
C 0.7069 -4.5447 -2.6579 -0.048
C 1.9741 -4.9229 -2.2316 -0.047
C 2.4969 -4.3827 -1.0633 -0.059
C 1.7602 -3.4659 -0.3235 -0.075
H -5.2387 -0.8268 -0.4424 0.129
H -5.9828 -3.1870 -0.5879 0.132
H -4.3350 -5.0267 -0.3726 0.130
H -1.9458 -4.5177 -0.0291 0.130
H 1.6843 -1.3265 2.0689 0.086
H 2.3703 -2.2022 4.2691 0.120
H 0.9268 -3.8344 5.4556 0.125
H -1.2060 -4.5656 4.4341 0.126
H -1.8874 -3.7076 2.2383 0.099
H -1.0319 -3.3784 -2.2480 0.099
H 0.2821 -4.9788 -3.5600 0.125
H 2.5445 -5.6515 -2.7979 0.124
H 3.4768 -4.6896 -0.7125 0.123
H 2.1786 -3.0900 0.6010 0.096
C 1.2747 1.2513 3.9960 -0.021
N -0.0967 0.9298 4.3389 -0.099
C -0.5161 1.4320 5.6527 -0.015
C -0.9629 0.4376 3.4320 -0.444
O -0.7730 0.5466 2.1687 -0.127
N -2.0603 -0.1609 3.9238 -0.099
C -3.2405 -0.3445 3.0934 -0.027
C -2.0735 -0.8779 5.2101 -0.023
H 1.9513 0.8038 4.7292 0.115
H 1.4195 2.3297 4.0181 0.089
H 1.5163 0.8760 3.0142 0.056
H -0.1834 2.4661 5.7479 0.104
H -0.0722 0.8534 6.4658 0.108
H -1.5948 1.4192 5.7494 0.088
H -3.1381 -1.2044 2.4312 0.072
H -3.4429 0.5464 2.5161 0.070
H -4.0913 -0.5180 3.7478 0.110
H -1.0614 -1.0267 5.5704 0.089
H -2.5177 -1.8585 5.0484 0.096
H -2.6593 -0.3595 5.9690 0.102
```



# 3
Computed, not measured: a structure of composition C29H27F3IN4O5PS2, with ωB97M-V with the def2-TZVPD basis set.

## Properties
HOMO, eV: -8.7794
Spin multiplicity: 1

```
72
Properties=species:S:1:pos:R:3:lowdin_charge:R:1
C 4.9907 1.2624 1.1765 0.035
C 4.3575 0.8660 -0.1145 -0.442
O 4.7743 1.1209 -1.2087 0.149
O 3.1453 0.1610 -0.0274 0.077
C 3.2858 -1.2008 -0.0333 -0.489
O 4.1873 -1.7616 0.5269 0.122
C 2.2774 -1.8519 -0.9267 -0.076
C 0.8569 -1.3554 -0.8250 -0.149
C 0.0319 -1.3717 0.2719 -0.263
P 0.4974 -2.0813 1.9118 0.605
O 1.8174 -1.1258 2.1752 -0.376
I 1.4494 -4.3059 1.4237 0.506
C -1.3103 -0.7989 0.2274 -0.163
C -2.2316 -0.9030 1.4240 -0.121
C -2.9929 -2.2274 1.5764 -0.362
C -3.5276 -2.8181 0.2901 -0.020
F -2.2180 -3.1959 2.2172 -0.069
C -1.7923 -0.1996 -0.8980 -0.133
C -3.1549 0.4278 -1.0341 -0.201
C -3.1422 1.8772 -0.5637 -0.418
S -4.6040 2.8637 -1.0798 0.986
C -5.7845 1.6324 -1.3845 -0.724
N -5.9490 0.9440 -2.4610 0.061
N -7.0093 0.0894 -2.2305 0.061
C -7.4081 0.3405 -1.0373 -0.195
O -6.6942 1.2987 -0.4234 0.036
C -0.9548 -0.1843 -2.0432 -0.291
N -1.2557 0.3583 -3.2343 -0.206
S 0.0208 0.1191 -4.1703 1.056
N 0.9944 -0.6461 -3.1745 -0.216
C 0.3407 -0.7644 -2.0085 -0.291
H 6.0362 0.9616 1.1178 0.102
H 4.5385 0.7762 2.0335 0.085
H 4.9657 2.3451 1.2852 0.098
H 2.3437 -2.9330 -0.8437 0.055
H 2.6157 -1.5899 -1.9318 0.121
H 2.4901 -1.6096 2.6734 0.050
H -3.0040 -0.1369 1.3640 0.108
H -1.6878 -0.6914 2.3442 0.085
H -3.8402 -2.0293 2.2381 0.143
H -2.7834 -2.8380 -0.5053 0.087
H -4.3807 -2.2385 -0.0623 0.079
H -3.8538 -3.8403 0.4726 0.088
H -3.4592 0.3645 -2.0761 0.103
H -3.8767 -0.1336 -0.4418 0.094
H -3.1142 1.9218 0.5235 0.071
H -2.2735 2.4036 -0.9532 0.083
H -8.2306 -0.1162 -0.5140 0.132
F -1.4391 1.2355 4.3760 0.046
C -0.8086 0.7165 5.4554 -0.280
C 0.0902 -0.3117 5.2643 -0.017
C 0.7320 -0.8402 6.3748 -0.076
C 0.4675 -0.3418 7.6432 -0.095
C -0.4434 0.6932 7.8036 -0.083
C -1.0907 1.2349 6.7021 -0.018
H 0.2769 -0.6857 4.2666 0.056
H 1.4416 -1.6473 6.2480 0.106
H 0.9695 -0.7602 8.5049 0.101
H -0.6546 1.0817 8.7907 0.105
H -1.8009 2.0444 6.8018 0.117
F 3.2782 -0.6775 -6.8660 0.047
C 3.5930 0.5172 -6.3185 -0.294
C 3.5418 1.6455 -7.1117 -0.022
C 3.8584 2.8697 -6.5401 -0.088
C 4.2214 2.9466 -5.2022 -0.093
C 4.2697 1.7948 -4.4275 -0.072
C 3.9498 0.5656 -4.9864 -0.023
H 3.2593 1.5597 -8.1522 0.116
H 3.8184 3.7663 -7.1443 0.103
H 4.4661 3.9043 -4.7627 0.100
H 4.5505 1.8468 -3.3856 0.078
H 3.9695 -0.3436 -4.4005 0.113
```



# 4
Computed, not measured: an isolated molecule of C5H5Cl3N4O, with ωB97M-V with the def2-TZVPD basis set.

## Properties
HOMO, eV: -9.8529
Spin multiplicity: 1
SMILES string: [H]/N=C/O[C@@H](n1cncn1)C(Cl)(Cl)Cl

```
18
Properties=species:S:1:pos:R:3:nbo_charge:R:1
H 3.0873 -0.2793 0.5096 0.371
N 2.0792 -0.2897 0.3264 -0.680
C 1.5031 -1.3835 0.5617 0.385
O 0.1439 -1.6734 0.3259 -0.523
C -0.7197 -0.7618 -0.3166 0.201
N -0.5820 0.4765 0.3420 -0.221
C -0.6540 0.6662 1.6684 0.201
N -0.7488 1.9379 1.9254 -0.459
C -0.8236 2.5125 0.6864 0.140
N -0.8039 1.6283 -0.2551 -0.267
C -0.4362 -0.6647 -1.8324 -0.117
Cl -1.8642 -0.0709 -2.6830 0.050
Cl -0.1625 -2.2765 -2.4408 0.052
Cl 1.0279 0.3434 -2.2393 0.041
H 2.1663 -2.2384 0.9416 0.177
H -1.6869 -1.3958 -0.2538 0.236
H -0.6039 -0.1071 2.3230 0.201
H -0.9220 3.5762 0.4107 0.212
```



# 5
Computed, not measured: a structure of composition C45H34CrN5O15PS, with ωB97M-V with the def2-TZVPD basis set.

## Properties
HOMO (spin up / spin down), eV: -5.5639 / -5.6137
Net charge: -1
ΔE to the lowest compared entry with this formula, charge and spin, kJ/mol: 0.0
Spin multiplicity: 4

```
102
Properties=species:S:1:pos:R:3:lowdin_charge:R:1
Cr 0.6837 -0.5483 -0.3312 0.837
O 5.0887 2.4012 2.7016 0.088
C 4.0009 1.9925 2.0174 -0.273
C 2.8979 1.3993 2.6146 0.067
C 1.8777 0.9681 1.7961 -0.174
N 1.8677 1.1190 0.4657 0.102
C 2.8966 1.7764 -0.0925 -0.136
C 3.9787 2.2089 0.6485 0.093
C 2.9551 2.1998 -1.5556 -0.477
O 3.9210 2.8187 -1.9345 0.098
O 1.9489 2.0429 -2.3993 -0.007
C 0.6773 0.2464 2.3854 -0.569
O 0.4501 0.3343 3.5784 0.077
O -0.0396 -0.3764 1.5143 -0.154
H 5.1227 1.9626 3.5597 0.096
H 2.8144 1.2418 3.6822 0.138
H 4.7897 2.7145 0.1484 0.137
C -1.9281 2.9122 -1.9286 -0.042
C -1.5967 2.9031 -0.4243 -0.349
C -0.2431 3.5327 -0.1211 -0.061
C -1.8016 1.5196 0.2367 -0.223
C -3.2985 1.2535 0.4451 -0.068
O -3.6136 0.2197 -0.4951 0.014
C -2.4381 -0.2513 -0.9620 -0.313
N -1.3783 0.3378 -0.5632 0.103
C -2.6355 -1.3576 -1.9192 -0.138
C -3.7578 -1.2452 -2.7413 -0.009
C -4.0656 -2.2335 -3.6549 -0.069
C -3.2675 -3.3655 -3.7246 -0.065
C -2.1599 -3.4784 -2.9042 -0.071
C -1.8075 -2.4705 -2.0077 -0.246
P -0.3817 -2.7314 -0.8434 1.169
C -1.3686 -3.6703 0.3724 -0.315
C -1.8897 -2.9650 1.4540 -0.068
C -2.7272 -3.5992 2.3595 -0.073
C -3.0433 -4.9406 2.1983 -0.096
C -2.5174 -5.6461 1.1256 -0.084
C -1.6856 -5.0143 0.2127 -0.079
C 0.6319 -3.8369 -1.8790 -0.335
C 0.8799 -3.4011 -3.1833 -0.100
C 1.6919 -4.1421 -4.0218 -0.062
C 2.2599 -5.3283 -3.5763 -0.082
C 2.0157 -5.7659 -2.2848 -0.077
C 1.2114 -5.0182 -1.4333 -0.086
H -1.2067 3.5244 -2.4694 0.080
H -2.9240 3.3182 -2.1204 0.073
H -1.8658 1.9161 -2.3675 0.062
H -2.3400 3.5245 0.0891 0.122
H 0.5438 2.9893 -0.6285 0.038
H -0.0391 3.5340 0.9534 0.083
H -0.2258 4.5665 -0.4722 0.083
H -1.2743 1.4933 1.1866 0.129
H -3.9148 2.1179 0.2025 0.124
H -3.5436 0.8980 1.4470 0.132
H -4.3809 -0.3659 -2.6642 0.119
H -4.9270 -2.1248 -4.3011 0.101
H -3.5054 -4.1625 -4.4179 0.103
H -1.5476 -4.3671 -2.9723 0.106
H -1.6018 -1.9330 1.6124 0.089
H -3.1220 -3.0447 3.2015 0.103
H -3.6935 -5.4360 2.9084 0.096
H -2.7540 -6.6951 0.9970 0.099
H -1.2964 -5.5708 -0.6296 0.099
H 0.4564 -2.4644 -3.5291 0.103
H 1.9006 -3.7766 -5.0193 0.108
H 2.9043 -5.9014 -4.2312 0.098
H 2.4658 -6.6826 -1.9246 0.099
H 1.0613 -5.3450 -0.4152 0.094
O -0.4687 -0.2038 -3.3121 0.010
C 0.5738 0.4627 -3.1959 -0.512
N 0.7912 1.2126 -2.1100 0.055
S 3.2857 -0.8127 -2.2638 0.867
O 4.1446 -1.9987 -2.4372 -0.458
O 1.8916 -1.2427 -1.7525 -0.605
C 2.8276 -0.3520 -3.9641 -0.254
C 3.7575 -0.6017 -4.9614 -0.072
C 3.5051 -0.1888 -6.2626 -0.090
C 2.3201 0.4684 -6.5599 -0.088
C 1.3838 0.7037 -5.5627 -0.020
C 1.6341 0.3070 -4.2576 -0.127
H 4.6638 -1.1352 -4.7039 0.103
H 4.2305 -0.3828 -7.0433 0.095
H 2.1189 0.7924 -7.5738 0.095
H 0.4440 1.1900 -5.7941 0.117
O 1.3306 -3.4947 1.0000 0.003
C 2.2076 -2.6520 1.1979 -0.535
O 2.2446 -1.4646 0.7698 -0.077
C 3.3449 -3.0529 2.1165 -0.048
C 3.5415 -4.3987 2.3918 0.095
C 4.5653 -4.7682 3.2435 -0.108
C 5.3865 -3.8468 3.8612 0.081
C 5.1452 -2.5165 3.5852 -0.106
C 4.1565 -2.1000 2.7100 0.102
N 5.9641 -1.5101 4.2778 -0.339
O 5.5527 -0.3661 4.2828 0.072
O 6.9217 -1.8970 4.9127 0.090
N 4.7858 -6.1998 3.5257 -0.351
O 5.6878 -6.4895 4.2872 0.074
O 4.0569 -6.9997 2.9791 0.087
H 2.8961 -5.1417 1.9482 0.134
H 6.1725 -4.1524 4.5330 0.130
H 4.0046 -1.0520 2.4964 0.121
```



# 6
Computed, not measured: a cluster of 2 separate species, C4H12O2S2 in total, with ωB97M-V with the def2-TZVPD basis set.

## Properties
HOMO, eV: -9.1496
ΔE to the lowest compared entry with this formula, charge and spin, kJ/mol: 448.0
Spin multiplicity: 1

```
20
Properties=species:S:1:pos:R:3:nbo_charge:R:1
C 50.0420 50.0070 1.0150 -0.758
S 48.3850 49.2760 0.7480 1.238
O 47.6030 50.5850 0.7050 -0.982
C 48.6020 48.7810 -0.8480 -0.896
H 50.1570 50.9270 0.2930 0.243
H 50.6410 49.3580 0.6430 0.183
H 50.1410 50.1920 2.0690 0.239
H 47.6880 48.4800 -1.4090 0.274
H 49.2910 47.9290 -0.9410 0.231
H 49.3260 49.6490 -1.5010 0.227
C 52.3980 45.0260 -1.6620 -0.788
S 50.6470 45.1190 -1.4420 1.201
O 50.1760 43.6190 -1.1540 -0.952
C 50.7730 45.8090 0.1340 -0.853
H 52.5610 46.1210 -2.1260 0.217
H 52.6310 44.2200 -2.4600 0.259
H 52.9320 44.9240 -0.8510 0.210
H 51.3910 46.6460 0.3750 0.232
H 51.0200 45.0600 0.7730 0.251
H 49.8950 46.0660 0.4710 0.227
```



How do the records compare in DFT total energy? In the order shown, they have -3312.3896, -3930.1820, -3451.5587, -1868.3012, -4921.6561, -1106.2706 Eh.
How do the records compare in max |F|? In the order shown, they have 2.22, 1.25, 0.82, 2.77, 1.24, 7.85 eV/Å.